111
Properties=species:S:1:pos:R:3:mulliken_charge:R:1 method="wB97M-V/def2-TZVPD" e_lumo_ev="1.31 / 1.04" de_lowest_kcal_mol=44.81 homo_ha="-0.16579 / -0.17524" s2=2.03 spin_multiplicity=3 total_charge=-1
Mo 0.08 -0.54 -0.52 -0.66
C -0.75 3.73 1.06 -1.14
C 0.60 3.66 0.42 0.66
N 1.28 4.75 0.18 -0.66
C 2.51 4.62 -0.42 -1.52
C 3.08 3.42 -0.72 0.74
C 4.40 3.41 -1.44 -0.92
O 4.27 2.84 -2.76 -0.54
C 2.36 2.23 -0.43 0.58
C 3.04 0.93 -0.64 -1.27
N 2.58 -0.24 -0.52 0.81
C 3.52 -1.28 -0.93 -1.01
C 4.25 -1.15 -2.10 -0.02
C 5.12 -2.15 -2.52 -0.98
C 5.27 -3.30 -1.76 -0.73
C 4.54 -3.44 -0.59 -0.60
C 3.67 -2.43 -0.17 0.86
I 2.64 -2.73 1.59 0.27
C 1.09 2.35 0.08 0.27
O 0.30 1.36 0.31 0.18
H -1.05 4.78 1.15 0.41
H -0.74 3.27 2.05 0.31
H -1.49 3.17 0.48 0.09
H 3.03 5.55 -0.64 0.36
H 5.15 2.81 -0.93 0.45
H 4.78 4.43 -1.49 0.38
H 3.47 3.22 -3.14 0.37
H 4.08 1.03 -0.92 0.96
H 4.12 -0.27 -2.71 0.40
H 5.67 -2.02 -3.45 0.41
H 5.93 -4.09 -2.08 0.38
H 4.64 -4.33 0.02 0.39
S 0.87 -2.39 -2.13 -0.10
C -0.31 -3.65 -2.34 0.09
C -0.20 -4.56 -3.39 -1.05
C -1.14 -5.58 -3.54 0.42
C -1.00 -6.52 -4.66 -0.09
N -0.87 -7.24 -5.54 -0.58
C -2.20 -5.68 -2.64 0.59
C -2.30 -4.77 -1.60 -1.26
C -1.36 -3.75 -1.43 0.45
S -1.41 -2.63 -0.13 -0.07
C -3.20 -6.73 -2.77 -0.09
N -4.00 -7.56 -2.85 -0.57
H 0.62 -4.49 -4.08 0.52
H -3.12 -4.86 -0.89 0.53
C -1.87 0.03 -0.90 0.26
C -2.97 0.48 -1.19 0.62
C -4.26 1.05 -1.46 -0.06
C -4.48 1.84 -2.60 -0.28
C -5.73 2.40 -2.85 -0.66
C -6.79 2.18 -1.97 -0.40
C -6.58 1.40 -0.83 -0.69
C -5.33 0.84 -0.58 -0.26
H -3.66 2.01 -3.29 0.52
H -5.89 3.00 -3.74 0.38
H -7.76 2.61 -2.16 0.37
H -7.39 1.22 -0.14 0.38
H -5.16 0.23 0.29 0.59
O -0.07 -0.86 1.37 2.06
Si -0.17 -0.86 3.00 -2.26
C -1.78 -0.08 3.51 0.54
C -2.51 0.71 2.61 0.55
C -3.67 1.36 3.02 -0.77
C -4.12 1.24 4.33 -0.69
C -3.42 0.45 5.23 -0.74
C -2.26 -0.20 4.82 -0.32
C -0.12 -2.59 3.68 0.82
C -1.24 -3.43 3.52 -0.30
C -1.26 -4.70 4.07 -0.76
C -0.16 -5.17 4.79 -0.54
C 0.96 -4.36 4.96 -0.84
C 0.97 -3.08 4.40 -0.10
C 1.23 0.09 3.79 0.67
C 1.32 0.24 5.18 -0.14
C 2.36 0.96 5.77 -0.85
C 3.33 1.54 4.97 -0.74
C 3.26 1.41 3.59 -0.50
C 2.22 0.69 3.01 -0.01
H -2.17 0.81 1.59 -0.20
H -4.23 1.97 2.30 0.52
H -5.02 1.76 4.64 0.36
H -3.78 0.35 6.25 0.41
H -1.74 -0.84 5.54 0.24
H -2.09 -3.08 2.94 0.40
H -2.13 -5.34 3.93 0.40
H -0.18 -6.16 5.22 0.37
H 1.82 -4.72 5.51 0.40
H 1.85 -2.45 4.54 0.54
H 0.57 -0.22 5.83 0.23
H 2.40 1.06 6.85 0.40
H 4.14 2.11 5.42 0.37
H 4.03 1.85 2.96 0.47
H 2.18 0.58 1.94 -0.14
C 1.25 0.31 -4.41 -2.01
C 0.65 1.02 -3.25 0.70
O 0.42 0.43 -2.24 0.47
C 0.31 2.47 -3.35 0.53
C -0.50 3.05 -2.39 0.88
C -0.84 4.40 -2.48 -0.81
C -0.36 5.16 -3.54 -0.74
C 0.45 4.58 -4.51 -0.83
C 0.78 3.23 -4.42 -0.36
H 1.43 -0.73 -4.15 0.20
H 2.19 0.80 -4.70 0.48
H 0.57 0.35 -5.27 0.42
H -0.89 2.43 -1.59 -0.36
H -1.47 4.84 -1.72 0.46
H -0.63 6.21 -3.62 0.43
H 0.83 5.17 -5.34 0.40
H 1.42 2.78 -5.17 0.46

112
Properties=species:S:1:pos:R:3:mulliken_charge:R:1 method="wB97M-V/def2-TZVPD" e_lumo_ev=-3.75 de_lowest_kcal_mol=0.00 homo_ha=-0.35076 total_charge=+1
Zr 0.02 0.36 -0.46 -0.21
C -8.63 2.97 4.04 -0.86
O -8.09 3.19 2.74 -0.46
C -6.89 2.66 2.46 0.95
C -6.13 1.89 3.34 -0.68
C -4.90 1.39 2.94 -0.32
C -4.41 1.64 1.66 -1.01
C -5.17 2.41 0.79 0.02
C -6.40 2.91 1.18 -0.86
C -3.10 1.09 1.22 1.16
C -3.12 0.03 0.31 0.59
C -4.31 -0.61 -0.18 -1.68
C -3.91 -1.61 -0.99 -1.57
C -2.48 -1.62 -1.00 0.54
N -2.01 -0.57 -0.22 0.28
C -1.70 -2.60 -1.60 1.32
C -0.31 -2.69 -1.48 0.38
C 0.44 -3.84 -1.88 -1.68
C 1.74 -3.62 -1.54 -1.54
C 1.80 -2.33 -0.94 0.69
C 2.96 -1.75 -0.42 1.25
C 4.24 -2.49 -0.60 -0.63
C 4.93 -2.97 0.50 -0.54
C 6.12 -3.68 0.37 -0.67
C 6.64 -3.90 -0.91 0.86
O 7.78 -4.57 -1.16 -0.46
C 8.50 -5.09 -0.05 -0.85
C 5.95 -3.42 -2.02 -0.93
C 4.77 -2.73 -1.87 -0.09
C 2.98 -0.56 0.29 0.45
N 1.87 0.17 0.69 -0.44
C 2.35 1.19 1.47 0.85
C 1.57 2.11 2.18 1.15
C 2.26 3.13 3.01 -0.84
C 2.92 2.77 4.18 -0.37
C 3.57 3.72 4.96 -0.67
C 3.56 5.06 4.57 0.94
O 4.16 6.06 5.25 -0.45
C 4.84 5.74 6.45 -0.85
C 2.90 5.43 3.39 -0.98
C 2.26 4.47 2.63 0.00
C 0.18 2.10 2.18 0.71
C -0.62 2.97 2.99 -1.59
C -1.92 2.69 2.72 -1.52
C -1.93 1.64 1.75 0.69
N -0.64 1.29 1.42 0.16
C 3.78 1.15 1.51 -1.45
C 4.17 0.07 0.78 -1.36
N 0.54 -1.76 -0.91 0.51
C -2.39 -3.68 -2.36 -1.14
C -3.16 -4.64 -1.73 -0.43
C -3.79 -5.65 -2.44 -0.64
C -3.65 -5.70 -3.83 0.88
O -4.22 -6.63 -4.62 -0.45
C -5.03 -7.62 -4.01 -0.86
C -2.87 -4.74 -4.48 -0.93
C -2.25 -3.74 -3.75 0.10
H -9.59 3.48 4.06 0.25
H -7.98 3.38 4.81 0.34
H -8.79 1.90 4.22 0.34
H -6.49 1.67 4.34 0.42
H -4.32 0.78 3.63 0.47
H -4.80 2.61 -0.21 0.48
H -6.99 3.52 0.51 0.45
H -5.31 -0.32 0.10 0.57
H -4.53 -2.31 -1.53 0.62
H 0.01 -4.72 -2.33 0.53
H 2.57 -4.29 -1.65 0.59
H 4.53 -2.81 1.50 0.51
H 6.62 -4.05 1.25 0.41
H 9.37 -5.59 -0.47 0.25
H 7.91 -5.81 0.51 0.34
H 8.83 -4.29 0.61 0.34
H 6.37 -3.60 -3.00 0.45
H 4.25 -2.36 -2.75 0.41
H 2.93 1.74 4.49 0.48
H 4.07 3.41 5.86 0.41
H 5.23 6.68 6.83 0.25
H 5.66 5.05 6.26 0.34
H 4.15 5.31 7.18 0.34
H 2.91 6.47 3.10 0.44
H 1.75 4.77 1.72 0.55
H -0.23 3.69 3.69 0.54
H -2.80 3.14 3.15 0.58
H 4.40 1.85 2.04 0.61
H 5.17 -0.27 0.59 0.66
H -3.27 -4.61 -0.65 0.50
H -4.38 -6.38 -1.91 0.42
H -5.39 -8.25 -4.82 0.25
H -5.88 -7.18 -3.49 0.34
H -4.45 -8.23 -3.31 0.34
H -2.78 -4.79 -5.55 0.44
H -1.66 -3.00 -4.26 0.38
Br 2.59 0.00 -3.55 -0.08
C 1.00 -0.91 -4.11 -0.30
Br -0.60 0.04 -3.57 0.11
H 0.97 -1.89 -3.64 0.01
H 0.99 -0.97 -5.19 0.67
Cl -1.91 2.34 -1.48 0.12
C -0.85 3.20 -2.60 0.65
C -1.43 3.91 -3.64 -0.79
C -0.58 4.50 -4.56 -0.51
C 0.79 4.36 -4.43 -0.76
C 1.33 3.65 -3.37 -0.46
C 0.51 3.04 -2.41 0.21
C 1.03 2.27 -1.25 -0.66
H -2.50 3.98 -3.73 0.48
H -1.00 5.06 -5.39 0.41
H 1.45 4.81 -5.16 0.41
H 2.40 3.55 -3.27 0.47
H 0.86 2.86 -0.33 0.46
H 2.11 2.13 -1.33 0.42